1.
{"formula": "C52H55N4O2S7SrTe", "method": "ωB97M-V/def2-TZVPD", "elements": ["Sr", "N", "S", "N", "S", "N", "S", "N", "C", "C", "C", "C", "C", "C", "C", "C", "C", "C", "C", "C", "C", "C", "C", "C", "C", "C", "C", "C", "C", "C", "C", "C", "C", "C", "C", "C", "C", "C", "C", "C", "C", "C", "C", "C", "H", "H", "H", "H", "H", "H", "H", "H", "H", "H", "H", "H", "H", "H", "H", "H", "H", "H", "H", "H", "H", "H", "H", "H", "H", "H", "H", "H", "H", "H", "C", "C", "S", "C", "C", "S", "C", "C", "S", "H", "H", "H", "H", "H", "H", "H", "H", "H", "H", "H", "H", "S", "C", "O", "H", "H", "O", "C", "C", "C", "C", "C", "C", "Te", "C", "C", "C", "H", "H", "H", "H", "H", "H", "H", "H", "H", "H", "H"], "coordinates": [[9.45, -3.88, 25.86], [12.77, -4.24, 19.44], [13.61, -5.11, 20.25], [13.87, -4.70, 21.85], [13.54, -5.44, 23.27], [13.73, -4.41, 24.39], [12.83, -3.14, 24.81], [11.62, -2.91, 24.16], [12.70, -3.51, 26.51], [13.95, -3.84, 27.38], [13.90, -4.13, 28.75], [12.81, -3.68, 29.47], [11.68, -3.67, 28.57], [11.43, -3.21, 27.32], [13.97, -1.86, 24.72], [14.94, -1.67, 23.68], [15.75, -0.58, 23.71], [15.70, 0.41, 24.75], [14.70, 0.17, 25.83], [13.91, -0.82, 25.76], [14.39, -6.94, 23.62], [13.83, -8.01, 23.94], [14.47, -9.17, 24.14], [15.69, -9.20, 24.74], [16.16, -7.82, 24.80], [15.77, -6.75, 23.93], [11.59, -5.94, 23.45], [11.14, -6.65, 24.55], [9.80, -6.98, 24.57], [8.97, -6.31, 23.55], [9.45, -5.45, 22.38], [10.82, -5.29, 22.32], [13.05, -7.04, 20.01], [11.71, -7.02, 19.58], [11.20, -8.29, 19.33], [12.07, -9.47, 19.47], [13.47, -9.39, 20.02], [13.95, -8.16, 20.46], [15.44, -5.18, 20.05], [16.36, -5.92, 20.61], [17.69, -5.89, 20.43], [18.01, -4.93, 19.48], [17.11, -4.05, 18.90], [15.71, -4.22, 19.17], [14.78, -4.21, 26.59], [14.80, -4.17, 29.19], [12.66, -3.79, 30.55], [10.77, -3.76, 29.24], [8.34, -6.25, 26.46], [14.94, -2.46, 22.90], [16.27, -0.20, 22.92], [16.34, 1.13, 25.05], [14.67, 0.96, 26.66], [13.20, -1.18, 26.31], [12.69, -8.23, 24.14], [13.87, -10.05, 24.06], [13.65, 6.52, 28.65], [17.07, -7.79, 25.56], [16.36, -5.65, 23.89], [11.69, -7.27, 25.24], [9.18, -7.42, 25.50], [7.87, -6.13, 23.65], [8.80, -4.69, 21.98], [10.90, -4.44, 21.59], [11.01, -6.15, 19.42], [10.43, -8.61, 18.80], [12.05, -10.35, 18.69], [14.00, -10.19, 20.30], [14.38, -7.85, 21.53], [15.83, -6.81, 21.15], [18.64, -6.47, 21.08], [19.07, -5.07, 19.23], [17.63, -3.53, 18.18], [14.98, -3.77, 18.78], [10.58, 3.58, 21.41], [10.97, 3.49, 22.84], [9.59, 3.20, 24.12], [9.69, 1.34, 24.12], [10.93, 0.62, 24.45], [12.21, 0.45, 23.19], [11.35, -0.11, 21.74], [11.18, 0.84, 20.49], [9.88, 2.00, 20.73], [11.44, 3.89, 20.88], [9.76, 4.32, 21.35], [11.46, 4.44, 23.07], [11.73, 2.83, 23.39], [9.28, 1.02, 23.16], [8.81, 1.02, 24.73], [10.69, -0.39, 24.61], [11.42, 0.96, 25.34], [10.41, -0.59, 21.73], [11.97, -1.13, 21.44], [10.99, 0.21, 19.55], [12.19, 1.33, 20.38], [10.33, -1.22, 12.93], [9.82, -1.96, 11.70], [4.54, -15.92, 18.67], [3.56, -15.50, 18.52], [4.52, -16.89, 18.79], [8.26, -5.45, 26.80], [1.83, 0.08, 20.55], [2.90, -0.65, 21.43], [3.96, 0.06, 21.99], [4.99, -0.58, 22.71], [6.10, 0.31, 23.23], [4.90, -1.98, 22.96], [6.45, -2.97, 24.07], [3.76, -2.68, 22.46], [3.74, -4.16, 22.65], [2.76, -2.02, 21.78], [1.71, -0.60, 19.66], [2.06, 1.06, 20.19], [0.86, 0.07, 21.11], [4.06, 1.09, 21.80], [6.65, 0.75, 22.40], [6.83, -0.13, 23.87], [5.73, 1.17, 23.83], [3.57, -4.51, 23.68], [4.69, -4.27, 22.42], [2.93, -4.49, 22.03], [1.94, -2.65, 21.48]], "lowdin_charge": [1.1659, -0.3290, 0.6830, -0.3759, 0.9410, -0.3964, 0.5430, -0.2970, -0.3359, -0.0514, -0.1467, -0.0728, -0.2487, -0.2467, -0.2896, -0.0661, -0.0934, -0.0134, -0.1020, -0.1305, -0.4797, -0.2429, -0.2404, -0.1056, -0.1840, -0.1020, -0.1631, -0.1590, -0.1008, -0.0510, -0.0767, -0.0983, -0.1658, -0.1167, -0.0785, -0.0466, -0.0895, -0.0639, -0.3550, -0.1496, -0.0841, -0.1402, -0.0326, -0.0591, 0.1297, 0.0428, 0.0945, 0.0845, -0.2272, 0.1099, 0.0633, 0.0451, 0.1329, 0.0416, 0.1475, 0.0648, 0.0006, 0.0876, 0.1684, 0.1127, 0.1462, 0.0814, 0.0748, 0.1155, 0.1135, 0.0387, 0.1172, 0.0402, 0.1218, 0.1080, 0.1897, 0.0972, 0.0672, 0.0050, -0.5120, -0.5584, 0.7842, -0.5512, -0.5052, 0.8947, -0.5649, -0.5753, 0.8358, 0.0552, 0.0797, 0.0550, 0.0284, 0.0174, 0.0803, 0.0373, 0.0759, 0.0574, 0.1247, 0.0959, 0.0778, 0.6174, -0.6175, -0.1440, 0.1207, 0.0233, -0.6104, -0.0664, -0.2576, -0.0490, -0.3073, -0.1145, -0.5375, 0.6380, -0.3382, -0.1144, -0.0401, 0.0724, 0.0422, 0.0739, 0.0893, 0.0728, -0.0314, 0.0896, 0.0817, -0.0530, 0.0646, 0.0950], "spin_multiplicity": 2, "homo_lumo_gap_ev": 4.465, "de_lowest_kj_mol": 1779.94, "fmax_ha_per_bohr": 0.2242, "charge": -2, "mol_weight_g_mol": 1207.73}

---

2.
{"formula": "C7H12", "method": "ωB97M-V/def2-TZVPD", "elements": ["C", "C", "C", "C", "C", "C", "C", "H", "H", "H", "H", "H", "H", "H", "H", "H", "H", "H", "H"], "coordinates": [[-2.15, 0.27, 0.86], [-0.84, -0.65, 0.80], [-0.75, -1.87, 1.36], [1.44, 0.21, 0.24], [0.26, -0.28, -0.27], [-0.29, 0.12, -1.55], [2.42, 1.02, -0.52], [-2.66, -0.03, 1.75], [-1.84, 1.28, 0.84], [-2.75, -0.04, -0.06], [0.24, -2.43, 1.42], [-1.57, -2.32, 1.94], [1.36, 0.47, 1.31], [0.54, 0.38, -2.23], [-0.76, -0.73, -2.03], [-0.85, 1.03, -1.49], [2.72, 0.40, -1.35], [1.99, 1.93, -0.95], [3.49, 1.22, -0.07]], "lowdin_charge": [-0.0404, -0.2934, 0.0121, -0.1375, -0.2746, -0.0768, -0.1339, 0.0565, 0.0502, 0.0997, 0.0834, 0.0517, 0.1137, 0.0802, 0.0841, 0.0850, 0.0578, 0.0738, 0.1084], "spin_multiplicity": 1, "homo_lumo_gap_ev": 9.585, "de_lowest_kj_mol": 232.96, "fmax_ha_per_bohr": 0.0962, "mol_weight_g_mol": 96.17}

---

- Number 1 is which compound?
  C52H55N4O2S7SrTe